Record 1
The following is a DFT calculation (wB97M-V/def2-TZVPD) of a molecular structure, C47H54FeIN9O2P.

Results
Maximum force in eV Å⁻¹: 2.84
HOMO-LUMO gap in eV: 5.081
Highest occupied orbital energy in eV: -3.583
Charge: -1

Each line ends with the Löwdin charge.
Geometry (Å):
Fe  -1.638  -1.344  0.178  0.022
C  -2.299  0.085  4.535  -0.020
C  -1.000  -0.615  4.269  -0.273
N  -0.122  -0.681  5.209  0.112
C  1.087  -1.305  4.956  -0.120
C  1.421  -1.856  3.761  -0.181
C  2.761  -2.527  3.568  -0.215
O  3.555  -2.610  4.750  -0.072
C  0.486  -1.782  2.684  -0.090
C  0.813  -2.342  1.422  -0.074
N  0.100  -2.333  0.355  0.024
C  0.619  -2.996  -0.721  -0.223
C  1.901  -3.157  -1.077  0.005
C  2.475  -4.041  -2.100  -0.068
C  2.013  -4.813  -3.094  -0.039
C  -0.261  -5.854  -2.662  -0.118
C  -0.323  -4.949  -1.467  -0.224
I  -2.942  -3.584  0.504  0.223
C  -0.774  -1.160  2.931  -0.326
O  -1.670  -1.060  2.108  -0.115
H  -2.233  0.623  5.479  0.072
H  -3.121  -0.638  4.590  0.084
H  -2.524  0.769  3.712  0.072
H  1.788  -1.296  5.780  0.099
H  3.365  -1.973  2.849  0.113
H  2.611  -3.531  3.163  0.117
H  2.996  -2.967  5.447  0.075
H  1.736  -2.917  1.371  0.113
H  2.628  -2.590  -0.510  0.109
H  3.556  -4.089  -2.002  0.099
H  2.782  -5.401  -3.590  0.100
H  -1.199  -6.162  -3.121  0.163
C  0.377  -6.814  -1.638  0.053
C  0.291  -5.962  -0.616  0.046
N  -0.356  -3.703  -1.545  0.092
C  -0.675  -3.140  -2.839  -0.056
C  -0.207  -3.847  -3.947  -0.159
C  0.624  -5.076  -3.667  -0.190
C  -0.588  -3.484  -5.217  -0.069
C  -1.550  -2.472  -5.353  -0.090
C  -2.012  -1.771  -4.266  -0.027
C  -1.502  -1.982  -2.938  -0.189
N  -1.860  -1.287  -1.849  0.033
C  -2.537  -0.069  -2.016  -0.204
C  -2.450  0.813  -3.078  -0.050
C  -3.317  1.924  -3.194  -0.088
C  -4.321  2.155  -2.298  -0.072
C  -4.420  1.315  -1.162  -0.176
C  -5.381  1.464  -0.142  -0.034
C  -5.301  0.690  0.977  -0.046
C  -4.246  -0.238  1.113  -0.134
N  -3.372  -0.428  0.168  -0.006
C  -3.469  0.287  -0.987  -0.150
H  0.769  -7.822  -1.742  0.115
H  0.549  -5.992  0.435  0.125
H  0.757  -5.620  -4.596  0.135
H  -0.208  -4.018  -6.083  0.098
H  -1.966  -2.255  -6.332  0.099
H  -2.830  -1.088  -4.403  0.099
H  -1.691  0.667  -3.824  0.098
H  -3.194  2.596  -4.039  0.098
H  -5.008  2.988  -2.419  0.102
H  -6.168  2.205  -0.251  0.112
H  -6.026  0.789  1.776  0.100
H  -4.109  -0.827  2.012  0.096
N  -0.577  0.279  0.042  -0.166
P  0.220  1.504  0.316  0.566
N  1.015  2.039  -1.104  -0.203
C  1.526  3.377  -1.331  -0.215
C  3.005  3.336  -1.718  -0.184
C  3.181  2.491  -2.980  -0.213
C  2.606  1.090  -2.742  -0.191
C  1.150  1.197  -2.281  -0.227
N  1.563  1.504  1.388  -0.195
C  1.365  1.540  2.841  -0.180
C  2.737  1.647  3.556  -0.155
C  3.794  2.177  2.586  -0.203
C  3.993  1.148  1.466  -0.170
C  2.626  0.561  1.049  -0.204
N  -0.603  2.843  0.945  -0.187
C  -0.051  4.053  1.551  -0.249
C  -0.685  5.294  0.929  -0.186
C  -2.181  5.349  1.302  -0.195
C  -2.740  3.926  1.515  -0.177
C  -2.032  2.920  0.615  -0.207
H  1.390  3.982  -0.438  0.079
H  0.961  3.849  -2.155  0.119
H  3.565  2.883  -0.892  0.092
H  3.382  4.354  -1.872  0.104
H  4.237  2.436  -3.266  0.099
H  2.638  2.968  -3.807  0.107
H  3.205  0.580  -1.977  0.094
H  2.651  0.492  -3.659  0.106
H  0.725  0.223  -2.040  0.090
H  0.577  1.637  -3.106  0.107
H  0.838  0.650  3.196  0.078
H  0.743  2.396  3.087  0.086
H  3.047  0.659  3.917  0.100
H  2.643  2.301  4.427  0.105
H  4.739  2.366  3.106  0.101
H  3.449  3.122  2.161  0.100
H  4.645  0.340  1.822  0.102
H  4.490  1.619  0.613  0.085
H  2.460  -0.397  1.563  0.085
H  2.587  0.366  -0.018  0.081
H  1.032  4.054  1.437  0.092
H  -0.262  4.074  2.632  0.107
H  -0.572  5.239  -0.157  0.102
H  -0.167  6.192  1.278  0.104
H  -2.738  5.850  0.504  0.100
H  -2.315  5.937  2.214  0.098
H  -3.809  3.899  1.294  0.100
H  -2.609  3.621  2.558  0.108
H  -2.189  3.201  -0.435  0.119
H  -2.449  1.927  0.755  0.084

Record 2
The following is a DFT calculation (wB97M-V/def2-TZVPD) of a molecular structure, C47H54N5P2RhSi2.

Results
Maximum force in eV Å⁻¹: 1.39
HOMO-LUMO gap (alpha / beta) in eV: 6.442 / 6.593
Highest occupied orbital energy (alpha / beta) in eV: -5.978 / -7.050
2S+1: 5

Each line ends with the Löwdin charge.
Geometry (Å):
Rh  0.374  0.146  -0.413  0.675
N  -2.039  0.851  1.501  -0.395
P  -0.662  1.903  1.464  0.946
C  -1.422  3.358  2.331  -0.332
C  -2.499  3.255  3.212  -0.100
C  -3.021  4.384  3.825  -0.083
C  -2.474  5.634  3.575  -0.089
C  -1.413  5.751  2.691  -0.086
C  -0.900  4.624  2.067  -0.111
C  0.379  1.235  2.814  -0.290
C  1.865  1.242  2.552  -0.275
C  2.674  0.913  3.763  -0.040
C  2.110  0.450  4.902  -0.098
C  0.703  0.344  5.038  -0.067
C  -0.129  0.776  3.998  -0.105
P  -1.792  -0.555  0.531  0.929
C  -1.955  -1.845  1.850  -0.343
C  -2.771  -1.594  2.955  -0.103
C  -2.897  -2.523  3.972  -0.082
C  -2.224  -3.737  3.892  -0.086
C  -1.449  -4.016  2.779  -0.072
C  -1.318  -3.077  1.764  -0.114
C  -3.489  -0.716  -0.158  -0.330
C  -4.149  0.405  -0.663  -0.104
C  -5.450  0.313  -1.133  -0.085
C  -6.107  -0.908  -1.128  -0.087
C  -5.438  -2.041  -0.685  -0.074
C  -4.139  -1.949  -0.212  -0.091
H  -2.907  1.342  1.322  0.037
H  -2.934  2.288  3.433  0.090
H  -3.860  4.286  4.503  0.103
H  -2.878  6.512  4.063  0.102
H  -0.988  6.724  2.477  0.103
H  -0.086  4.734  1.357  0.097
H  2.069  0.436  1.828  0.104
H  3.751  0.991  3.667  0.117
H  2.734  0.158  5.738  0.102
H  0.273  -0.014  5.964  0.097
H  -1.203  0.745  4.144  0.091
H  -3.312  -0.658  3.010  0.095
H  -3.520  -2.305  4.831  0.101
H  -2.321  -4.467  4.686  0.101
H  -0.934  -4.966  2.697  0.106
H  -0.717  -3.312  0.897  0.065
H  -3.634  1.359  -0.705  0.092
H  -5.947  1.199  -1.510  0.103
H  -7.130  -0.975  -1.473  0.102
H  -5.931  -3.005  -0.701  0.105
H  -3.631  -2.839  0.137  0.099
C  2.583  -0.052  -4.033  -0.178
Si  2.915  -1.345  -2.693  0.453
C  3.783  -2.776  -3.610  -0.183
C  4.204  -0.793  -1.430  -0.162
C  1.320  -1.793  -1.806  -0.376
C  1.672  -2.365  -0.486  -0.443
C  2.349  -3.577  -0.277  -0.041
C  2.671  -3.984  1.003  -0.057
C  2.303  -3.182  2.079  -0.065
C  1.631  -2.007  1.813  -0.142
N  1.335  -1.604  0.572  -0.008
Si  0.142  -2.893  -2.758  0.462
C  0.874  -4.472  -3.548  -0.186
C  -1.202  -3.543  -1.593  -0.174
C  -0.785  -2.108  -4.220  -0.186
H  3.496  0.166  -4.594  0.028
H  2.206  0.881  -3.610  0.014
H  1.843  -0.430  -4.744  0.012
H  4.723  -2.416  -4.039  0.027
H  3.184  -3.177  -4.428  0.007
H  4.031  -3.605  -2.942  0.021
H  5.140  -0.494  -1.910  0.034
H  4.432  -1.610  -0.740  0.031
H  3.845  0.042  -0.836  -0.016
H  2.615  -4.183  -1.132  0.091
H  3.200  -4.916  1.167  0.106
H  2.516  -3.472  3.099  0.103
H  1.285  -1.377  2.624  0.100
H  1.602  -4.985  -2.916  0.015
H  1.366  -4.242  -4.495  0.013
H  0.068  -5.180  -3.762  0.027
H  -0.799  -4.281  -0.894  0.031
H  -2.020  -4.014  -2.143  0.041
H  -1.619  -2.718  -1.016  -0.030
H  -0.135  -1.546  -4.895  0.015
H  -1.595  -1.451  -3.895  0.024
H  -1.236  -2.917  -4.800  0.033
N  -1.597  3.884  -5.335  0.117
C  -1.254  3.120  -4.255  -0.322
C  -1.368  3.606  -2.948  -0.017
C  -1.078  2.769  -1.892  -0.163
N  -0.683  1.503  -2.031  -0.025
C  -0.542  1.051  -3.280  -0.156
C  -0.815  1.801  -4.403  -0.003
H  -1.742  4.869  -5.214  0.096
H  -1.336  3.576  -6.254  0.097
H  -1.686  4.626  -2.768  0.108
H  -1.164  3.138  -0.876  0.064
H  -0.179  0.038  -3.367  0.044
H  -0.697  1.370  -5.389  0.114
N  1.815  1.491  -0.412  0.011
C  2.640  2.141  0.299  -0.362
C  2.313  2.526  1.751  -0.207
C  3.358  3.338  2.441  -0.063
C  4.496  3.704  1.848  -0.090
C  4.779  3.325  0.478  -0.076
C  3.915  2.595  -0.244  -0.046
H  1.416  3.153  1.695  0.088
H  3.124  3.654  3.452  0.119
H  5.220  4.311  2.379  0.100
H  5.717  3.641  0.036  0.101
H  4.140  2.335  -1.271  0.106